# 1
{"formula": "C29H22BaBrCl5N4O5", "method": "wB97M-V/def2-TZVPD", "de_lowest_kj_mol": 112.7, "e_lumo_ev": -0.34, "gap_ev": 7.8, "elements": ["O", "H", "C", "C", "C", "Ba", "C", "Cl", "O", "C", "C", "C", "C", "H", "H", "H", "C", "O", "C", "H", "O", "C", "Cl", "C", "C", "C", "C", "C", "H", "C", "N", "Cl", "H", "C", "Cl", "H", "H", "N", "H", "H", "O", "C", "C", "C", "C", "C", "N", "C", "H", "C", "H", "C", "H", "H", "H", "H", "Br", "H", "N", "Cl", "C", "C", "H", "C", "H", "H", "H"], "coordinates": [[5.90960, -3.18766, -3.48672], [-3.69622, 0.51434, 2.95585], [-2.44018, 2.24820, 3.48170], [-6.57124, -0.05135, 0.48375], [3.68700, -2.41184, -3.23877], [-0.25439, -0.38445, -0.95133], [-6.07936, 0.93863, -1.66245], [6.35839, -0.07109, 1.17311], [0.62667, 1.01171, 0.43152], [2.39224, -0.51859, 0.92954], [-3.13063, -1.29522, -0.59378], [-3.06056, 4.28486, 4.63152], [0.98996, -2.77961, -3.19626], [-1.89677, 6.03178, 4.15781], [-2.05048, -2.38781, 3.60543], [-3.69733, 4.80300, 5.34305], [2.84451, -1.63324, -2.47404], [7.71505, -1.04709, -1.77964], [-4.83998, 0.29301, -1.69130], [5.03815, -0.26781, -2.68201], [-4.04794, 0.49387, -2.77858], [3.75709, -0.78227, 1.10077], [1.21945, -1.82115, 1.08491], [3.12955, -3.42309, -4.00815], [2.90011, 1.73491, 0.28583], [4.69126, 0.22196, 0.90047], [-5.34131, -0.68898, 0.44159], [-2.05198, 4.97377, 3.96703], [-3.34387, -2.35473, -0.53187], [-3.26017, 2.93098, 4.37934], [-2.37334, -1.97651, 1.65720], [2.34565, 3.26080, -0.30286], [3.23339, -0.84015, -1.83219], [4.25147, 1.47956, 0.46451], [5.40509, 2.71362, 0.13454], [-2.66278, -0.07069, 1.06309], [-6.34933, 1.56760, -2.50848], [1.51912, -1.80582, -2.44667], [-0.81136, 2.42964, 2.09708], [7.23115, 0.30443, -3.20719], [-2.26697, -1.01469, -1.65119], [-2.12312, -1.60400, 2.85930], [5.17858, -2.24170, -3.23845], [-6.93425, 0.77049, -0.58385], [7.07790, -0.74816, -3.01245], [1.75982, -3.61061, -3.99462], [-2.41629, -0.97455, 0.70130], [-1.80835, -0.20266, 3.25005], [7.49098, -1.33256, -3.81839], [-1.24782, 4.30335, 3.05081], [-3.25911, -0.06181, -2.63325], [-4.45451, -0.52840, -0.62441], [-5.05307, -1.34648, 1.25727], [7.72784, -2.00468, -1.68112], [-0.09596, -2.89555, -3.14596], [1.28952, -4.38837, -4.58593], [-0.00064, 0.02965, 3.77515], [-7.89609, 1.27628, -0.57739], [5.65563, -0.98999, -3.00647], [4.27581, -2.36511, 1.53645], [-1.43972, 2.94814, 2.81229], [1.90987, 0.76197, 0.56761], [-4.05454, 2.39389, 4.89089], [-2.67549, 0.79917, 3.21504], [-7.24203, -0.19807, 1.32682], [-0.46925, 4.83722, 2.51587], [3.78556, -4.05026, -4.60276]], "lowdin_charge": [0.078, 0.128, -0.236, -0.100, -0.100, 2.053, -0.015, 0.706, -0.589, -0.606, -0.423, -0.083, -0.128, 0.102, 0.109, 0.103, -0.081, -0.049, -0.261, 0.127, 0.041, -0.711, 0.604, 0.019, -0.614, -0.728, -0.056, -0.088, 0.138, -0.039, 0.053, 0.722, 0.112, -0.703, 0.695, 0.089, 0.118, -0.104, 0.087, 0.129, -0.618, -0.219, -0.431, -0.091, -0.232, -0.026, -0.124, -0.641, 0.123, -0.070, 0.044, -0.101, 0.108, 0.086, 0.116, 0.116, 0.832, 0.101, 0.102, 0.705, -0.056, -0.568, 0.114, -0.103, 0.098, 0.105, 0.130]}

=====

# 2
{"formula": "C29H22Cl3FGeN3O5V", "method": "wB97M-V/def2-TZVPD", "total_charge": 1, "e_lumo_ev": [-4.63, -3.80], "s_squared": 0.8841, "gap_ev": [7.0, 7.9], "spin_multiplicity": 2, "elements": ["C", "H", "C", "H", "H", "V", "Cl", "C", "O", "C", "C", "C", "C", "Cl", "F", "O", "H", "H", "C", "H", "Cl", "H", "C", "C", "C", "H", "H", "C", "H", "C", "C", "O", "C", "H", "H", "H", "H", "H", "C", "H", "H", "N", "C", "O", "C", "C", "H", "C", "Ge", "C", "H", "C", "H", "C", "C", "O", "H", "C", "C", "N", "H", "C", "C", "C", "N"], "coordinates": [[-0.72104, 2.81065, 0.71023], [2.92153, -0.32990, -2.18074], [0.57093, 3.10276, 2.86675], [3.75623, 4.02185, 2.18748], [1.70985, 3.32556, 1.04593], [-0.86319, 1.29821, -1.93868], [-0.80144, 2.38699, -3.97219], [1.57474, -2.00547, -2.39844], [-3.20639, -1.78808, -2.63264], [1.77012, 3.60014, 4.89308], [-0.69894, 0.58644, 0.95782], [2.51003, -5.66877, -2.88343], [-1.97949, 3.19306, 2.77905], [-2.54698, 4.96959, -2.16385], [5.15608, -1.64820, -2.31324], [-2.22375, 0.14804, -2.18817], [-0.02799, -5.63040, -3.88164], [-0.53796, 0.54855, 3.01391], [3.94039, -2.19236, -2.39903], [-3.06483, 1.34138, 2.89024], [0.92323, 4.92046, -2.23640], [2.49073, -5.88285, -3.95669], [2.83571, -1.39804, -2.31061], [1.23449, -6.17740, -2.23940], [-3.19945, 5.15703, 3.43756], [-1.23380, -7.03917, -2.12939], [-0.28784, 3.00823, 4.83266], [1.71164, 3.39057, 2.12801], [4.76631, -4.14606, -2.64801], [2.62680, -4.18850, -2.67485], [0.38826, -1.19199, -2.32977], [0.54426, 0.08340, -2.16935], [-4.31196, 4.37308, 3.71737], [1.10675, -7.24257, -2.42916], [-3.23863, 6.22759, 3.58595], [-5.21848, 4.83326, 4.08637], [1.78806, 3.68427, 5.97126], [1.26744, -6.04281, -1.15456], [1.46415, -3.39724, -2.56820], [-5.12094, 2.38821, 3.73814], [3.81411, 4.20374, 4.65181], [0.19597, -3.97227, -2.64012], [3.85100, -3.57222, -2.58070], [-0.72166, 3.95598, 0.18126], [0.60458, 3.21161, 4.25335], [-0.87681, -3.20139, -2.60738], [-1.16862, 5.18337, 2.75861], [-2.19898, -1.16746, -2.44315], [-0.82306, 3.79948, -1.78670], [0.02117, -5.45827, -2.80288], [-2.16289, -5.66060, -2.66494], [-4.25775, 3.00337, 3.52276], [3.38719, -6.17175, -2.47844], [-1.25612, -5.95030, -2.13819], [-3.09462, 2.41127, 3.04716], [-0.64605, -0.56423, 0.60010], [-1.84289, -3.67448, -2.68969], [2.90725, 3.89078, 4.15248], [-2.03597, 4.57140, 2.97069], [-0.76274, 1.68233, 0.03509], [-1.31576, -5.60706, -1.10436], [-0.70035, 2.57758, 2.21077], [2.87583, 3.78780, 2.77063], [-0.85214, -1.82391, -2.46293], [-0.71530, 1.11571, 2.20142]], "lowdin_charge": [-0.404, 0.140, -0.153, 0.111, 0.112, 0.698, 0.187, -0.035, 0.150, -0.057, -0.491, -0.116, -0.163, 0.253, 0.101, -0.126, 0.165, 0.179, -0.244, 0.113, 0.241, 0.138, 0.091, -0.140, -0.053, 0.095, 0.126, -0.015, 0.143, -0.122, -0.229, -0.124, -0.068, 0.131, 0.112, 0.110, 0.112, 0.141, -0.045, 0.110, 0.110, 0.066, 0.081, -0.116, -0.023, 0.063, 0.129, -0.486, -0.003, -0.276, 0.085, -0.063, 0.129, -0.034, -0.020, 0.111, 0.140, -0.067, -0.024, 0.052, 0.105, -0.252, -0.058, -0.010, 0.188]}

=====

# 3
{"formula": "C29H22Cl3IrN2O2PS", "method": "wB97M-V/def2-TZVPD", "total_charge": 2, "de_lowest_kj_mol": 122.9, "e_lumo_ev": [-6.43, -8.37], "s_squared": 0.7782, "gap_ev": [7.2, 5.3], "spin_multiplicity": 2, "elements": ["H", "H", "C", "C", "C", "H", "C", "H", "C", "N", "H", "P", "H", "H", "Cl", "H", "C", "C", "C", "H", "C", "C", "C", "C", "H", "O", "H", "Cl", "C", "C", "C", "C", "C", "C", "C", "H", "H", "C", "H", "H", "C", "Ir", "H", "C", "C", "N", "H", "C", "C", "C", "C", "H", "H", "H", "C", "Cl", "S", "H", "H", "C", "O"], "coordinates": [[1.02723, -0.43371, -2.96265], [-2.16502, 0.51355, -5.64558], [-0.77678, 4.77430, 0.20342], [-1.77141, 3.48770, 1.97671], [-2.37493, 1.27484, -3.65288], [0.00730, -0.57489, -5.19980], [2.54263, 1.87859, -1.82130], [1.48307, -2.70344, 6.79423], [4.11084, 0.84595, 0.25806], [2.04164, 0.03643, 1.36213], [0.42541, -0.96246, 5.31202], [0.19377, 0.89383, -0.52265], [0.34675, 3.68372, -1.24597], [-4.88254, -1.57990, 0.02446], [-2.31583, -1.19934, 1.32014], [4.71993, 0.43463, 1.05437], [-4.34461, -2.50358, -1.86277], [-0.49898, -0.03394, -4.41130], [0.93128, -1.84306, 4.94612], [2.67829, -0.57274, 1.87267], [2.73960, 0.70790, 0.26378], [-2.02134, -2.89432, -2.29692], [-1.72311, 0.57619, -4.65952], [1.94895, 1.20883, -0.75966], [4.39593, 2.55396, -2.65832], [0.31253, -0.97821, 2.89403], [2.58853, -4.67033, 5.69415], [-0.77007, -3.58022, -3.21722], [3.92267, 2.03715, -1.83480], [-0.49298, 2.37860, 0.25872], [-2.77538, -1.79854, -0.23018], [2.14051, -3.99682, 3.72664], [-0.25224, 3.61804, -0.34525], [-0.56653, 0.77268, -2.14642], [-1.79752, 1.38070, -2.39497], [5.77428, 1.63536, -0.83110], [1.94049, 2.24372, -2.64403], [0.07452, 0.04800, -3.15329], [2.60750, -4.82925, 3.21977], [-1.41185, 1.38097, 1.92728], [1.51005, -2.80315, 5.71940], [0.33341, -0.99721, 0.91568], [-3.57978, -3.51330, -3.60682], [2.12370, -3.89928, 5.09468], [-1.67677, -2.22059, -1.06435], [0.96883, -1.97212, 3.59902], [-2.35415, 3.43786, 2.88695], [-1.54371, 4.70841, 1.36205], [-3.32754, -3.01371, -2.68167], [-1.24514, 2.32476, 1.42767], [-4.07116, -1.91047, -0.60882], [-0.58528, 5.72896, -0.26825], [-1.95743, 5.61355, 1.78670], [-2.29572, 1.94914, -1.61973], [4.69899, 1.52063, -0.80588], [-5.95489, -2.64413, -2.35737], [1.50261, -2.97304, 1.22605], [-3.32228, 1.75857, -3.85147], [1.69733, 0.73665, 2.02225], [1.54034, -2.99501, 2.95007], [-0.47396, -2.04740, -0.73829]], "lowdin_charge": [0.119, 0.119, -0.046, -0.056, -0.052, 0.118, -0.050, 0.128, 0.004, -0.079, 0.150, 0.998, 0.110, 0.129, 0.847, 0.128, -0.622, -0.063, 0.009, 0.098, -0.278, -0.558, -0.047, -0.297, 0.123, -0.356, 0.131, 0.844, -0.033, -0.363, -0.512, -0.044, -0.076, -0.358, -0.069, 0.124, 0.120, -0.103, 0.126, 0.054, -0.012, 0.966, 0.128, -0.012, -0.421, -0.158, 0.116, -0.045, -0.088, -0.106, -0.080, 0.119, 0.119, 0.112, -0.028, 0.846, 0.752, 0.117, 0.125, -0.616, -0.254]}